32
Properties=species:S:1:pos:R:3:forces:R:3 method="wB97M-V/def2-TZVPD" total_energy_ha=-1181.178939 lumo_energy_ev=0.32 molar_mass_da=328.1 smiles=C#CCP(OCCOCC)[C@@H](I)CC
C 3.148 -3.721 -0.329 -0.49 0.90 0.13
C 2.146 -3.022 -0.453 0.37 0.57 1.83
C 0.946 -2.055 -0.107 -0.49 -1.94 0.34
P 1.411 -0.229 -0.263 0.88 0.72 -1.65
O 0.015 0.782 -0.247 0.51 -2.07 0.33
C -0.922 0.411 -1.277 -2.08 1.25 -0.42
C -2.305 1.151 -0.899 0.79 -0.59 1.10
O -3.402 0.189 -0.876 0.49 1.82 0.30
C -4.552 0.847 -0.294 -1.33 -0.69 0.10
C -5.099 0.073 1.013 0.34 0.90 -0.03
C 2.373 0.368 1.286 -1.32 1.23 -0.28
I 3.144 -1.244 2.515 -0.10 0.63 -0.25
C 3.474 1.388 0.755 0.24 0.05 -0.40
C 4.339 0.805 -0.460 0.36 -0.01 0.50
H 4.121 -4.235 -0.094 -1.81 0.73 -0.73
H 0.530 -2.270 0.936 0.80 -0.15 -1.28
H 0.113 -2.359 -0.827 1.01 0.88 0.82
H -1.172 -0.689 -1.317 0.52 1.15 0.02
H -0.622 0.826 -2.293 0.09 -0.85 1.22
H -2.515 2.044 -1.562 0.11 -1.08 0.52
H -2.194 1.516 0.180 0.11 -0.24 -1.46
H -5.377 0.800 -1.080 1.04 0.30 0.95
H -4.335 1.937 -0.043 -0.25 -1.44 -0.39
H -4.930 0.744 1.920 -0.36 -0.96 -1.09
H -4.526 -0.885 1.206 -0.80 1.05 -0.49
H -6.218 -0.110 0.893 1.56 0.07 0.30
H 1.629 0.953 1.924 1.03 -0.92 -0.60
H 2.944 2.336 0.411 0.46 -1.20 0.47
H 4.134 1.693 1.622 -0.68 -0.44 -0.96
H 4.504 -0.300 -0.222 -0.09 1.38 -0.68
H 5.358 1.312 -0.551 -1.34 -0.62 0.40
H 3.839 0.940 -1.468 0.42 -0.39 1.41

***

15
Properties=species:S:1:pos:R:3:forces:R:3 method="wB97M-V/def2-TZVPD" total_energy_ha=-287.648730 lumo_energy_ev=0.70 molar_mass_da=87.1 relative_energy_kcal_mol=115.29
C -1.984 -0.138 -0.168 -0.18 1.09 0.68
C 0.876 0.077 0.107 0.39 1.74 0.22
C 1.772 -1.167 -0.045 -0.63 -0.46 -0.30
C -0.980 1.006 0.250 0.57 -0.92 -1.06
O -1.312 -1.161 -0.712 2.37 1.01 -0.28
N -1.041 2.211 0.366 -0.14 -0.45 0.37
H -0.178 -0.578 -0.652 -2.15 -1.41 0.59
H -0.284 2.846 0.585 0.15 -0.24 -0.11
H -2.512 -0.352 0.779 -0.06 -0.17 -0.25
H -2.671 0.381 -0.863 0.06 -0.11 0.20
H 1.067 0.432 1.126 -0.46 -0.07 0.05
H 1.284 0.883 -0.508 0.03 -0.03 -0.16
H 1.353 -2.005 0.516 0.13 0.01 -0.02
H 1.822 -1.469 -1.093 0.09 -0.08 0.07
H 2.786 -0.966 0.313 -0.16 0.08 -0.01

***

8
Properties=species:S:1:pos:R:3:forces:R:3 method="wB97M-V/def2-TZVPD" charge=-1 total_energy_ha=-5413.439122 lumo_energy_ev=3.30 molar_mass_da=228.8 relative_energy_kcal_mol=26.60
C -0.773 -0.440 0.758 -0.65 -1.46 -0.16
C -0.412 0.431 -0.094 0.22 -1.13 0.84
C 1.799 -0.085 -1.043 0.80 -1.49 1.73
O 1.712 0.482 -2.056 -0.09 0.14 -0.04
O 2.178 -0.747 -0.128 -0.47 1.16 -1.69
Br -2.786 -0.223 2.017 -0.02 0.13 0.07
Br -0.966 2.120 -0.535 -0.27 0.33 0.01
H -0.752 -1.538 1.081 0.49 2.33 -0.76

***

63
Properties=species:S:1:pos:R:3:forces:R:3 method="wB97M-V/def2-TZVPD" charge=+1 total_energy_ha=-4120.518955 lumo_energy_ev="-5.15 / -5.15" molar_mass_da=653.6 relative_energy_kcal_mol=0.00
V -0.549 0.163 0.330 -0.04 0.07 0.18
O 3.167 0.168 0.486 -0.04 -0.22 0.15
C 2.176 0.782 0.659 0.00 0.34 -0.22
O 1.003 0.243 1.170 0.41 0.12 0.20
C 1.961 2.260 0.407 -0.15 -0.07 0.09
P 0.271 2.459 -0.268 0.11 0.15 -0.14
C 0.312 3.002 -1.970 -0.11 -0.01 0.00
C 1.500 3.100 -2.691 -0.01 0.00 0.00
C 1.455 3.444 -4.033 0.02 0.00 0.01
C 0.235 3.674 -4.651 -0.02 0.00 -0.02
C -0.951 3.563 -3.935 0.02 0.00 0.00
C -0.921 3.222 -2.596 0.06 0.03 0.01
C -0.512 3.724 0.746 0.04 0.00 0.04
C -0.894 4.951 0.213 -0.04 -0.05 0.00
C -1.461 5.909 1.042 0.00 0.00 -0.01
C -1.639 5.648 2.391 0.00 0.01 0.02
C -1.239 4.430 2.928 0.00 0.00 0.01
C -0.676 3.469 2.109 0.01 0.00 -0.01
H 2.755 2.705 -0.183 0.00 -0.05 -0.04
H 1.934 2.753 1.382 0.07 0.01 -0.01
H 2.455 2.899 -2.227 0.01 0.01 -0.03
H 2.374 3.523 -4.597 0.00 0.00 0.00
H 0.206 3.934 -5.701 0.00 0.00 0.00
H -1.901 3.732 -4.425 0.00 0.00 0.01
H -1.845 3.120 -2.039 0.00 0.00 -0.03
H -0.757 5.161 -0.838 0.00 0.01 0.00
H -1.761 6.862 0.630 0.00 0.00 -0.01
H -2.081 6.399 3.032 0.00 0.00 0.00
H -1.362 4.234 3.985 0.00 -0.01 0.00
H -0.354 2.526 2.538 0.00 -0.03 0.02
C -8.401 -0.991 2.135 0.00 0.00 0.00
C -7.143 -0.373 1.599 0.02 0.00 -0.01
C -6.164 -1.167 0.998 -0.02 0.00 0.01
C -5.021 -0.605 0.462 0.01 -0.01 -0.02
C -4.856 0.774 0.545 0.04 -0.05 -0.01
C -5.809 1.590 1.137 0.03 0.04 -0.02
C -6.950 1.007 1.660 0.01 -0.01 0.00
S -3.403 1.473 -0.115 -0.05 -0.06 -0.05
O -3.056 0.866 -1.366 -0.04 0.05 -0.02
O -3.456 2.901 -0.029 -0.03 0.05 0.18
N -2.195 0.899 0.899 0.07 0.31 0.05
C -2.238 0.477 2.240 0.09 -0.13 -0.24
C -3.119 0.712 3.273 0.00 0.01 -0.01
C -2.858 0.029 4.460 -0.03 0.05 -0.03
C -1.763 -0.816 4.576 0.02 -0.01 0.00
C -0.910 -0.952 3.492 0.08 0.14 0.11
N -1.155 -0.300 2.366 -0.49 -0.32 0.09
H -8.235 -2.020 2.449 0.00 0.00 0.00
H -9.170 -1.001 1.361 0.00 0.00 0.00
H -8.792 -0.426 2.980 0.00 0.00 0.00
H -6.310 -2.238 0.940 0.01 0.00 0.00
H -4.273 -1.216 -0.027 0.00 -0.02 0.01
H -5.652 2.661 1.172 -0.02 0.00 0.01
H -7.708 1.632 2.116 0.00 0.00 0.00
H -3.967 1.369 3.160 -0.01 -0.01 0.01
H -3.526 0.161 5.300 0.00 -0.01 0.00
H -1.570 -1.360 5.489 0.00 0.01 0.01
H -0.023 -1.572 3.518 -0.01 -0.01 -0.02
O -0.989 -1.562 -0.118 0.08 -0.44 0.01
S -0.459 -1.936 -1.557 -0.06 -0.02 -0.01
O -1.529 -2.286 -2.418 -0.06 0.04 0.07
O 0.694 -2.754 -1.440 0.03 -0.01 0.01
S 0.066 0.064 -1.803 0.02 0.04 -0.31

***

86
Properties=species:S:1:pos:R:3:forces:R:3 method="wB97M-V/def2-TZVPD" charge=+1 total_energy_ha=-5760.579391 lumo_energy_ev=-8.40 molar_mass_da=803.1
C 2.761 -2.067 -1.097 0.11 -0.15 -0.79
C 1.748 -1.129 -2.029 1.49 -0.28 -0.73
P 0.756 0.160 -0.973 -0.35 -0.81 -0.28
C -1.080 -0.031 -1.575 -1.73 0.38 -0.94
C -2.151 -0.215 -0.337 -3.94 3.69 1.42
O -3.070 0.726 0.015 5.89 -6.45 -2.35
C 1.471 1.858 -1.481 0.04 0.81 -1.40
C 1.014 3.115 -0.533 3.70 0.56 -1.50
C 1.552 4.496 -1.301 -0.35 -0.57 -0.93
C 0.307 5.454 -1.829 0.57 0.35 0.02
C -0.777 4.661 -2.772 -1.05 -0.93 0.23
C -1.044 5.335 -4.242 1.92 2.88 0.54
C 0.331 5.681 -5.094 0.60 1.32 -0.77
C 1.239 4.347 -5.451 1.22 1.48 1.74
O 0.464 3.104 -5.594 0.67 0.49 -3.74
C 0.261 2.725 -7.000 -0.35 1.62 -4.92
C -0.119 1.129 -7.325 -1.00 0.67 -0.16
O 0.300 3.534 -8.062 0.31 -4.27 7.22
H 3.447 -2.645 -1.881 -1.46 1.17 1.77
H 2.178 -2.859 -0.450 1.30 1.82 -1.17
H 3.487 -1.400 -0.425 -1.81 -1.46 -1.41
H 2.469 -0.540 -2.765 -1.62 -0.95 1.43
H 1.044 -1.781 -2.722 1.29 1.35 1.72
H -1.445 0.902 -2.200 0.79 -1.83 1.36
H -1.180 -0.978 -2.293 0.35 1.87 1.78
H -2.136 -1.259 0.239 0.08 2.19 -1.20
H 1.182 2.114 -2.602 0.64 -0.37 2.18
H 2.637 1.778 -1.425 -2.13 0.02 -0.12
H 1.575 3.008 0.493 0.84 1.06 -2.36
H -0.136 3.170 -0.305 0.92 0.48 -1.26
H 2.336 5.066 -0.634 -1.17 -0.86 -1.15
H 2.150 4.168 -2.281 -1.18 0.78 2.37
H -0.276 5.802 -0.862 -0.23 -0.65 -2.59
H 0.758 6.411 -2.377 -1.00 -1.99 1.21
H -0.443 3.543 -2.880 -0.68 2.30 0.14
H -1.823 4.650 -2.212 2.45 0.01 -1.38
H -1.793 6.250 -4.172 1.83 -1.97 -0.17
H -1.620 4.517 -4.893 -0.21 -0.23 0.24
H 0.978 6.547 -4.599 -1.11 -2.17 -0.64
H -0.024 6.122 -6.140 1.73 -0.40 2.98
H 1.953 4.595 -6.344 -1.71 -0.71 1.48
H 1.948 4.184 -4.504 -1.57 0.00 -2.04
H 0.819 0.483 -7.596 -1.66 1.49 0.83
H -0.809 1.156 -8.296 1.68 0.19 2.15
H -0.776 0.640 -6.483 1.63 1.01 -1.44
Al 0.283 2.084 1.180 -2.17 -2.02 2.19
C -3.703 8.671 -4.893 -0.28 0.07 0.07
Cl -4.393 7.067 -5.195 0.07 0.22 0.03
Cl -3.971 9.157 -3.210 0.06 -0.06 -0.26
Cl -1.973 8.686 -5.277 -0.05 0.09 -0.04
H -4.206 9.391 -5.544 0.20 -0.24 0.21
N 2.644 -3.836 1.748 0.01 -0.57 0.74
C 3.608 -4.759 1.965 -0.58 0.61 -0.22
C 3.621 -5.618 3.051 -0.23 0.15 0.08
C 2.587 -5.526 3.977 0.12 -0.08 0.06
C 1.581 -4.584 3.782 0.13 -0.01 -0.03
C 1.652 -3.771 2.663 0.68 -0.09 -0.55
H 4.394 -4.790 1.217 -0.02 -0.04 0.05
H 4.419 -6.342 3.174 -0.07 0.07 -0.03
H 2.564 -6.182 4.842 -0.13 0.13 -0.17
H 0.762 -4.487 4.485 0.09 -0.13 -0.08
H 0.889 -3.024 2.465 -0.01 -0.05 0.03
C 0.619 -6.310 8.673 -0.22 -0.16 0.39
C 1.310 -5.717 7.463 -0.17 -0.46 -0.40
O 0.711 -6.209 6.273 1.08 0.39 0.65
H 0.683 -7.403 8.656 0.10 0.18 -0.05
H 1.072 -5.944 9.599 -0.05 -0.01 -0.04
H -0.446 -6.054 8.676 0.24 0.02 0.00
H 2.368 -5.994 7.452 -0.08 0.01 -0.09
H 1.239 -4.625 7.466 0.02 0.16 0.15
H -0.227 -5.950 6.288 -0.96 -0.44 -0.78
Cl -1.629 5.034 -6.460 -3.01 -1.49 -1.27
F -1.641 -6.410 5.494 0.01 0.33 0.20
C -3.622 -5.376 9.546 -0.18 -0.27 -0.32
Cl -2.273 -4.304 9.960 -0.15 0.05 0.03
Cl -3.258 -6.293 8.074 -0.03 0.34 0.22
Cl -3.981 -6.473 10.890 -0.01 0.16 -0.05
H -4.506 -4.760 9.359 0.33 -0.19 0.12
Cl -1.818 3.140 -0.530 -1.14 0.22 1.02
Li 0.851 6.082 0.172 0.59 0.14 0.70
C -3.076 -4.218 2.073 0.72 0.05 -0.98
C -2.226 -4.119 0.817 4.58 0.53 -6.76
N -1.520 -4.036 -0.225 -5.57 -0.46 8.21
H -2.445 -4.455 2.933 0.00 -0.07 -0.16
H -3.585 -3.268 2.255 0.12 -0.10 -0.15
H -3.826 -5.006 1.954 0.20 0.10 -0.07

***

14
Properties=species:S:1:pos:R:3:forces:R:3 method="wB97M-V/def2-TZVPD" charge=-1 total_energy_ha=-1231.664331 lumo_energy_ev=2.97 molar_mass_da=178.2 relative_energy_kcal_mol=46.90 smiles="O=S(=O)=C([O-])C1=NCCS1"
C -0.508 0.611 -0.276 0.59 -2.59 -1.30
C -2.050 0.783 -0.348 1.34 -2.27 0.74
C 1.453 -0.621 -0.278 2.77 -0.54 0.83
C 1.999 0.717 0.412 0.99 0.40 0.16
N 0.089 -0.465 -0.707 -0.81 1.29 -0.21
O -2.015 -1.430 1.277 -0.61 0.92 -0.66
O -2.646 1.759 -0.642 -0.34 1.39 -0.44
O -2.943 -1.619 -1.004 -0.14 0.29 -0.01
S 0.399 1.690 0.694 1.95 0.67 0.88
S -2.956 -0.833 0.259 0.44 -0.88 0.54
H 2.319 -0.958 -1.061 -2.61 0.77 1.20
H 1.514 -1.462 0.518 -0.44 1.24 -1.21
H 2.584 0.486 1.392 -1.37 0.49 -1.53
H 2.760 1.341 -0.237 -1.76 -1.16 1.00